[1]
Formula: C18H14BrN7O2Tl
Source: the OMol25 dataset
Level of theory: ωB97M-V/def2-TZVPD

Properties
Charge: -1
E_HOMO in eV: -5.6

Positions of all 43 atoms, in Å:
Tl 0.833 0.297 -1.007
O -0.915 3.255 -3.600
C -0.968 2.159 -3.049
N -1.166 1.851 -1.766
C -1.655 2.843 -0.968
O -2.334 3.792 -1.318
C -1.308 2.727 0.572
C -1.717 3.756 1.386
C -1.195 3.798 2.677
C -0.290 2.854 3.140
C -0.006 1.836 2.221
N -0.481 1.718 0.982
C -0.880 0.964 -4.015
C -0.750 1.122 -5.420
C -0.484 0.017 -6.187
C -0.402 -1.244 -5.614
C -0.745 -1.339 -4.250
N -0.819 -0.249 -3.460
H -2.328 4.513 1.016
H -1.433 4.531 3.456
H 0.059 2.698 4.148
H 0.500 0.922 2.559
H -0.752 2.109 -5.828
H -0.410 0.154 -7.257
H -0.243 -2.126 -6.211
H -0.794 -2.258 -3.662
N 2.445 -2.208 1.432
C 3.420 -2.982 0.824
C 3.586 -3.975 1.697
N 2.735 -3.907 2.753
C 2.071 -2.771 2.576
C 0.936 -2.146 3.344
N 0.792 -2.236 4.642
C -0.451 -1.773 4.873
C -1.125 -1.414 3.676
N -0.165 -1.668 2.750
H 2.065 -1.319 0.975
H 3.850 -2.743 -0.164
H 4.277 -4.831 1.638
H -0.874 -1.830 5.837
H -2.130 -1.109 3.457
H -0.254 -1.589 1.722
Br -0.497 -2.198 -0.575

These are the Mulliken partial charges, in e, on atoms 1 to 6: Tl 0.55; O -0.69; C 0.26; N -0.32; C 0.07; O -0.66



[2]
Formula: C18H14ClN3O
Source: the OMol25 dataset
Level of theory: ωB97M-V/def2-TZVPD

Properties
Charge: 0
SMILES: N#Cc1c(-c2ccc(Cl)cc2)oc2nc3c(c(N)c12)CCCC3
E_HOMO in eV: -8.4
ΔE to the lowest compared entry with this formula, charge and spin in kcal per mole: 0.0

Positions of all 37 atoms, in Å:
N -0.853 -2.440 -3.291
C -0.480 -1.921 -2.305
C 0.124 -1.120 -1.206
C 1.330 -1.324 -0.663
C 2.399 -2.231 -1.078
C 2.273 -3.323 -1.935
C 3.344 -4.162 -2.159
C 4.590 -4.004 -1.598
Cl 5.995 -5.100 -1.834
C 4.775 -2.819 -0.886
C 3.684 -2.015 -0.636
O 1.565 -0.474 0.374
C 0.418 0.243 0.490
N 0.258 1.214 1.388
C -0.929 1.727 1.556
C -2.042 1.372 0.778
C -1.744 0.535 -0.274
N -2.739 0.192 -1.211
C -0.530 -0.197 -0.362
C -3.399 2.096 1.097
C -3.190 3.559 1.422
C -1.965 3.931 2.358
C -0.991 2.820 2.631
H 1.325 -3.741 -2.326
H 3.060 -4.967 -2.830
H 5.820 -2.616 -0.586
H 3.982 -1.104 -0.220
H -3.611 0.037 -0.830
H -2.491 -0.502 -1.944
H -4.167 1.915 0.311
H -3.820 1.588 1.928
H -4.042 4.086 1.900
H -2.981 4.093 0.383
H -1.283 4.676 1.858
H -2.412 4.333 3.280
H -1.277 2.415 3.572
H 0.004 3.228 2.848

These are the Mulliken partial charges, in e, on atoms 1 to 6: N -0.54; C -0.84; C 0.12; C 0.68; C 0.77; C -0.46



[3]
Formula: C18H14F3N3O4
Source: the OMol25 dataset
Level of theory: ωB97M-V/def2-TZVPD

Properties
Charge: 0
SMILES: O=C(NCc1cccc(C(F)(F)F)c1)[C@@H]1CC(c2ccccc2[N+](=O)[O-])=NO1
E_HOMO in eV: -9.3
ΔE to the lowest compared entry with this formula, charge and spin in kcal per mole: 60.2

Positions of all 42 atoms, in Å:
O 3.619 0.926 0.341
C 2.796 1.281 -0.475
N 2.521 0.646 -1.623
C 2.993 -0.695 -1.897
C 2.019 -1.713 -1.354
C 2.384 -2.585 -0.338
C 1.461 -3.457 0.212
C 0.149 -3.454 -0.226
C -0.218 -2.579 -1.240
C -1.655 -2.479 -1.656
F -2.348 -3.612 -1.471
F -1.813 -2.142 -2.945
F -2.311 -1.527 -0.947
C 0.708 -1.718 -1.810
C 1.967 2.563 -0.251
C 1.077 2.380 0.987
C -0.258 2.201 0.294
C -1.514 1.872 0.974
C -2.487 2.855 1.125
C -3.673 2.581 1.784
C -3.913 1.318 2.308
C -2.967 0.324 2.156
C -1.777 0.600 1.491
N -0.839 -0.468 1.300
O 0.116 -0.259 0.576
O -1.045 -1.520 1.864
N -0.219 2.481 -0.942
O 1.054 2.797 -1.334
H 1.748 0.998 -2.172
H 3.113 -0.807 -2.979
H 3.962 -0.804 -1.407
H 3.396 -2.566 0.037
H 1.755 -4.124 1.008
H -0.586 -4.103 0.222
H 0.394 -1.041 -2.591
H 2.642 3.419 -0.182
H 1.390 1.521 1.579
H 1.043 3.263 1.631
H -2.303 3.835 0.715
H -4.416 3.356 1.887
H -4.838 1.108 2.820
H -3.130 -0.675 2.530

These are the Mulliken partial charges, in e, on atoms 1 to 6: O -0.68; C 0.12; N -0.07; C -1.39; C 1.04; C -0.69



[4]
Formula: C18H14F4NO4
Source: the OMol25 dataset
Level of theory: ωB97M-V/def2-TZVPD

Properties
Charge: -1
E_HOMO in eV: -2.9
ΔE to the lowest compared entry with this formula, charge and spin in kcal per mole: 23.3

Positions of all 41 atoms, in Å:
F 2.310 1.806 2.690
C 1.017 1.844 3.058
C 0.435 3.006 3.436
F 1.156 4.130 3.590
C -0.979 3.119 3.761
O -1.518 4.189 4.078
C -1.669 1.842 3.801
F -2.939 1.870 4.238
C -1.065 0.666 3.508
F -1.758 -0.482 3.701
C 0.314 0.566 3.055
O 0.908 -0.499 2.806
C 4.090 -1.641 -1.637
C 3.213 -2.392 -0.668
O 2.178 -1.492 -0.197
C 1.312 -2.107 0.632
C -0.073 -1.494 0.595
C -1.080 -2.157 1.433
N -0.329 -0.717 -0.418
C -1.456 -0.209 -0.826
C -1.592 0.349 -2.150
C -2.861 0.668 -2.691
C -2.958 1.212 -3.967
C -1.792 1.457 -4.711
C -0.530 1.123 -4.192
C -0.427 0.582 -2.908
O 1.552 -3.106 1.282
H 4.867 -2.325 -1.987
H 3.530 -1.278 -2.505
H 4.586 -0.790 -1.160
H 2.737 -3.251 -1.167
H 3.800 -2.758 0.186
H -0.613 -2.486 2.370
H -1.921 -1.483 1.609
H -1.471 -3.052 0.928
H -2.332 -0.201 -0.169
H -3.745 0.488 -2.082
H -3.938 1.451 -4.384
H -1.871 1.913 -5.702
H 0.374 1.290 -4.781
H 0.538 0.350 -2.457

These are the Mulliken partial charges, in e, on atoms 1 to 6: F -0.30; C 0.08; C 0.26; F -0.31; C 0.35; O -0.66



[5]
Formula: C18H14F6N2O5
Source: the OMol25 dataset
Level of theory: ωB97M-V/def2-TZVPD

Properties
Charge: 0
SMILES: CCOc1ccc(C(F)(F)F)cc1NC(=O)COc1ccc(C(F)(F)F)cc1[N+](=O)[O-]
E_HOMO in eV: -8.7
ΔE to the lowest compared entry with this formula, charge and spin in kcal per mole: 0.5

Positions of all 45 atoms, in Å:
C -0.228 -3.705 0.656
C -1.650 -3.223 0.427
O -1.622 -1.806 0.365
C -2.770 -1.131 0.138
C -4.029 -1.708 0.028
C -5.151 -0.921 -0.173
C -5.018 0.453 -0.270
C -6.228 1.320 -0.452
F -7.272 0.657 -0.979
F -6.670 1.833 0.714
F -6.003 2.369 -1.258
C -3.768 1.055 -0.171
C -2.644 0.273 0.023
N -1.350 0.798 0.105
C -1.008 2.085 0.302
O -1.761 3.020 0.451
C 0.513 2.332 0.355
O 1.216 1.155 0.020
C 2.546 1.141 -0.042
C 3.367 2.240 0.241
C 4.739 2.137 0.172
C 5.339 0.929 -0.178
C 6.840 0.844 -0.220
F 7.285 -0.248 -0.847
F 7.386 1.901 -0.842
F 7.371 0.823 1.017
C 4.556 -0.174 -0.458
C 3.172 -0.073 -0.398
N 2.402 -1.248 -0.717
O 1.207 -1.132 -0.883
O 3.003 -2.296 -0.808
H 0.155 -3.311 1.594
H 0.410 -3.365 -0.153
H -0.208 -4.790 0.692
H -2.042 -3.628 -0.515
H -2.300 -3.546 1.251
H -4.150 -2.776 0.105
H -6.122 -1.382 -0.255
H -3.669 2.125 -0.245
H -0.615 0.103 0.008
H 0.738 3.145 -0.345
H 0.758 2.667 1.372
H 2.925 3.183 0.517
H 5.355 2.996 0.388
H 4.995 -1.122 -0.733

These are the Mulliken partial charges, in e, on atoms 1 to 6: C -1.32; C -0.41; O -0.29; C 1.00; C -0.34; C -1.32



[6]
Formula: C18H15AuCl2F2N3O2Se
Source: the OMol25 dataset
Level of theory: ωB97M-V/def2-TZVPD

Properties
Charge: -1
E_HOMO in eV: -4.5
ΔE to the lowest compared entry with this formula, charge and spin in kcal per mole: 0.0

Positions of all 44 atoms, in Å:
Au -1.283 -1.687 0.397
F -2.828 3.220 1.887
C -2.292 2.466 0.893
C -2.040 1.133 1.120
C -1.512 0.300 0.126
C -1.269 0.914 -1.139
C -1.489 2.277 -1.291
F -1.165 2.888 -2.461
C -2.001 3.088 -0.298
C -0.813 0.139 -2.326
C -1.411 0.336 -3.572
C -0.990 -0.419 -4.652
C 0.040 -1.327 -4.471
C 0.577 -1.456 -3.199
N 0.157 -0.759 -2.151
H -2.270 0.736 2.101
H -2.160 4.145 -0.452
H -2.208 1.058 -3.679
H -1.453 -0.287 -5.622
H 0.415 -1.920 -5.294
H 1.388 -2.148 -3.010
C 2.543 2.053 -0.256
N 1.971 1.815 1.045
C 1.336 2.753 1.835
C 0.875 2.110 2.923
N 1.230 0.781 2.800
C 0.837 -0.277 3.697
C 1.917 0.596 1.644
Se 2.741 -0.917 1.085
H 2.775 3.113 -0.354
H 1.846 1.754 -1.040
H 3.452 1.462 -0.360
H 1.273 3.786 1.544
H 0.326 2.474 3.773
H 0.589 0.155 4.665
H 1.654 -0.989 3.801
H -0.022 -0.815 3.291
Cl 1.378 -3.883 -0.153
C 0.480 -4.679 1.148
Cl 0.652 -3.796 2.676
C -1.027 -4.811 0.765
O -1.424 -5.968 0.679
O -1.694 -3.751 0.585
H 0.900 -5.665 1.298

These are the Mulliken partial charges, in e, on atoms 1 to 6: Au -0.16; F -0.39; C 0.40; C -0.41; C -0.33; C 1.26



no.,DFT total energy (eV),LUMO (eV)
1,-108158.73572,2.57
2,-37932.37323,-0.31
3,-39703.14407,-0.80
4,-39441.61028,0.66
5,-48414.44046,-1.06
6,-126995.86714,2.73